1.
Entry from the OMol25 dataset: a single C5H12O molecule in a non-equilibrium geometry (ωB97M-V/def2-TZVPD).

Positions of all 18 atoms, in Å:
O  -0.853317  0.071893  -1.616298
C  0.697251  -0.464451  0.259212
C  -0.824735  0.182782  -0.204617
C  1.946631  0.012711  -0.511856
C  -1.871573  -0.800928  0.367386
C  -0.171204  1.455329  0.561021
H  0.838966  1.447785  1.083944
H  -1.851149  -0.740071  1.453605
H  -2.925431  -0.736213  0.042992
H  -0.045944  2.227002  -0.177720
H  2.674049  -0.808645  -0.548865
H  -1.552025  -1.827425  0.080138
H  0.939384  -0.519235  1.344500
H  -0.846038  1.680409  1.367937
H  1.664108  0.260169  -1.538572
H  2.482948  0.881407  -0.094570
H  -0.722168  -0.886638  -1.792552
H  0.420252  -1.435889  -0.075679

Cartesian forces (eV/Å) of the 3 atoms listed first:
0.242 0.435 0.326
-0.645 -1.705 -0.887
4.562 -1.226 2.283

Computed properties:
orbital gap: 0.3477 hartree
SMILES string: CCC(C)(C)O
energy above the lowest of the compared OMol25 structures with the same formula, charge and spin: 72.7 kcal per mole
E: -272.8329 a.u.
LUMO: 0.934 eV
charge: 0
HOMO level: -8.53 eV

Here are the Mulliken charges for atoms 1 to 6, given in e: O -0.55; C -0.78; C 0.64; C -1.14; C -1.10; C -1.35

2.
Entry from the OMol25 dataset: a single C2H2Cl2OS molecule in a non-equilibrium geometry (ωB97M-V/def2-TZVPD).

Positions of all 8 atoms, in Å:
Cl  1.972895  0.503378  0.261826
Cl  -2.044738  -0.929767  -0.179656
S  -0.908554  1.993195  -0.145045
O  0.742550  -1.697540  0.040775
C  0.558951  -0.386577  -0.004305
C  -0.609224  0.168013  -0.209038
H  0.509106  2.360443  0.062219
H  -0.220983  -2.011147  0.173227

Cartesian forces (eV/Å) of the 3 atoms listed first:
0.800 0.151 -0.050
1.028 1.222 -0.232
2.020 -0.864 0.162

Computed properties:
orbital gap: 0.3337 hartree
SMILES string: O/C(Cl)=C(/S)Cl
energy above the lowest of the compared OMol25 structures with the same formula, charge and spin: 27.4 kcal per mole
E: -1471.1701 a.u.
LUMO: 0.383 eV
charge: 0
HOMO level: -8.70 eV

Here are the Mulliken charges for atoms 1 to 6, given in e: Cl -0.21; Cl -0.29; S -0.21; O -0.44; C 0.44; C 0.23

3.
Entry from the OMol25 dataset: a single C5H6I2O2 molecule in a non-equilibrium geometry (ωB97M-V/def2-TZVPD).

Positions of all 15 atoms, in Å:
I  3.464637  0.214949  -0.491230
I  -0.786391  3.342449  0.135312
O  0.455187  -0.128613  1.690966
O  2.322945  0.047012  2.715204
C  -0.244628  1.401636  -0.299257
C  -0.533011  0.269113  0.638120
C  2.145504  1.193897  0.728626
C  -0.742704  -1.013339  -0.111253
C  1.630680  0.429194  1.814501
H  2.447475  2.136067  0.853052
H  -0.013421  0.928548  -1.324214
H  -1.129566  -1.759205  0.592524
H  0.227116  -1.355779  -0.592590
H  -1.576771  -0.796179  -0.776775
H  -1.246115  0.626377  1.398333

Cartesian forces (eV/Å) of the 3 atoms listed first:
0.116 -0.279 -0.305
0.069 -0.427 -0.334
-1.105 0.395 -0.654

Computed properties:
orbital gap (spin up / spin down): 0.2823 / 0.2900 hartree
energy above the lowest of the compared OMol25 structures with the same formula, charge and spin: 71.8 kcal per mole
E: -939.8370 a.u.
LUMO (spin up / spin down): -0.885 / -0.712 eV
charge: 0
HOMO level (spin up / spin down): -8.57 / -8.60 eV

Here are the Mulliken charges for atoms 1 to 6, given in e: I 0.15; I 0.15; O -0.33; O -0.56; C -0.72; C 0.25

4.
Entry from the OMol25 dataset: a molecular structure, C24H52N4O21S4 in a non-equilibrium geometry (ωB97M-V/def2-TZVPD).

Positions of all 105 atoms, in Å:
S  -6.095285  -0.856481  2.500962
S  -5.594248  5.205477  -0.702137
S  0.053828  -1.355660  1.244659
S  4.521826  -0.055585  3.954604
O  -5.211566  -1.900808  3.296649
O  0.802263  0.052532  1.086422
O  -4.808541  5.687240  -1.779522
O  -7.449371  -1.221771  2.659920
O  3.314748  3.488557  -1.741543
O  -4.535721  4.508652  0.266098
O  3.899348  -6.487374  3.888748
O  -0.422212  3.924831  -1.579900
O  4.643970  -3.445714  0.053328
O  4.415198  -1.112312  4.898193
O  3.404404  -0.144632  2.843238
O  -6.357700  3.876953  -1.100941
O  -5.589393  -1.306837  1.060743
O  -6.492350  6.073367  -0.049466
O  -5.691471  0.477075  2.745556
O  4.596779  1.268041  4.437735
O  -4.016062  0.064527  -1.518795
O  -0.609123  -1.420909  2.499417
O  -0.999172  -1.115905  0.091334
O  5.736670  -0.363201  2.976364
O  0.890424  -2.427851  0.858212
N  3.073280  -3.205995  -1.578728
N  -0.248532  5.686882  -2.956011
N  2.810838  -4.721332  2.989650
N  -4.366250  -0.680156  -3.611703
C  3.650149  -5.415168  -0.851906
C  2.585687  3.464780  -0.521015
C  3.157274  -1.787378  -1.696603
C  -4.319178  -1.989181  1.143469
C  4.152769  2.368832  -1.843767
C  3.800951  -1.131130  1.853056
C  3.874140  -5.303948  3.588980
C  -4.792162  -0.366220  -2.361474
C  0.158895  0.855470  0.110560
C  3.417007  2.611472  0.437151
C  3.791195  -3.929200  -0.669059
C  5.018984  -4.405587  3.975289
C  -2.118038  4.212225  -3.264737
C  1.056297  6.140775  -2.541106
C  -6.233370  -0.645377  -2.074881
C  4.220695  1.678503  -0.453056
C  1.613189  -5.443683  2.607448
C  5.337591  -1.086895  1.818555
C  -0.863654  4.558825  -2.525632
C  -2.981381  -0.526254  -3.991827
C  -3.955064  -1.994852  2.627568
C  -1.237010  0.318397  -0.068918
C  -5.827325  2.691645  -0.493973
C  -4.858450  3.164409  0.578677
H  3.791505  1.676418  -2.613176
H  3.660777  -6.029971  0.040036
H  -6.409935  -0.388333  -1.031068
H  0.143220  1.916364  0.362948
H  -2.607042  3.274609  -3.025978
H  0.954357  -5.576107  3.468872
H  2.643747  -3.739035  -2.314420
H  3.332928  -0.808144  0.935718
H  4.116724  -1.390502  -1.365758
H  1.195319  7.144923  -2.944966
H  3.674753  0.733969  -0.494317
H  -6.650176  2.063652  -0.168618
H  -2.843041  5.030925  -3.294551
H  -3.336707  -1.119555  2.848990
H  1.893491  5.633127  -3.038136
H  1.024689  -4.901402  1.870627
H  5.382749  -4.754561  4.938693
H  -2.965885  -0.330214  -5.064186
H  -3.375283  -2.849440  2.959076
H  -4.415282  -2.987166  0.716168
H  -1.726540  0.438831  -1.027273
H  -2.527257  0.327538  -3.497527
H  5.262509  1.504792  -0.199762
H  2.744901  2.100763  1.129966
H  -0.705344  6.241119  -3.658336
H  -2.371319  -1.402173  -3.760329
H  -3.625255  -1.423208  0.524788
H  -1.959273  4.158059  -4.353614
H  5.854190  -4.501773  3.277318
H  5.155631  2.682205  -2.142917
H  5.704840  -0.670318  0.880246
H  -6.882841  -0.011470  -2.680984
H  3.425240  -2.068731  2.240589
H  1.596350  3.036246  -0.678804
H  -1.930647  0.591757  0.730088
H  2.949485  -5.689568  -1.643080
H  -4.971505  -1.257267  -4.169993
H  -3.963856  2.557915  0.674930
H  5.758004  -2.091108  1.811936
H  2.842909  -3.726172  2.884738
H  3.049908  -1.478602  -2.738907
H  -5.357227  3.139849  1.552337
H  4.822195  -3.329512  4.048592
H  4.567746  -5.726000  -1.381496
H  1.929781  -6.401183  2.201682
H  -6.609117  -1.667814  -2.120766
H  -5.261468  2.162066  -1.261375
H  4.047221  3.245663  1.063278
H  1.184559  6.043868  -1.468160
H  2.364307  -1.264182  -1.150306
H  0.666650  0.878436  -0.860460
H  2.428549  4.468315  -0.128279

Cartesian forces (eV/Å) of the 3 atoms listed first:
-0.451 -0.853 -0.210
1.039 -0.729 -0.303
-0.650 0.336 -0.156

Computed properties:
orbital gap: 0.3347 hartree
E: -4337.4436 a.u.
LUMO: -0.192 eV
charge: 0
HOMO level: -9.30 eV

Here are the Mulliken charges for atoms 1 to 6, given in e: S 1.04; S 1.05; S 0.91; S 1.08; O -0.36; O -0.18

5.
Entry from the OMol25 dataset: a gas-phase ion, C5H10IN2 (charge +1) in a non-equilibrium geometry (ωB97M-V/def2-TZVPD).

Positions of all 18 atoms, in Å:
I  -3.406606  0.286928  0.046302
N  0.843528  1.610257  0.529988
N  -0.624785  -1.059785  0.122867
C  -1.425182  -0.120937  0.207040
C  0.393693  2.742344  -0.081055
C  0.841403  -0.767413  0.371807
C  -1.013477  -2.506808  -0.041916
C  1.289109  0.524863  -0.225467
H  -2.046101  -2.736141  -0.264765
H  -0.772273  -2.909269  0.819016
H  1.141850  -1.632796  -0.217922
H  0.994475  -1.019122  1.361230
H  1.269231  0.711539  -1.260309
H  0.172579  2.600598  -1.151041
H  2.453707  0.598165  0.002188
H  1.014237  3.491008  0.276207
H  -0.598263  3.102658  0.340033
H  -0.527122  -2.916085  -0.834196

Cartesian forces (eV/Å) of the 3 atoms listed first:
0.572 -0.301 0.042
-1.206 -1.743 2.224
-1.120 -0.384 0.032

Computed properties:
orbital gap (spin up / spin down): 0.2438 / 0.3396 hartree
energy above the lowest of the compared OMol25 structures with the same formula, charge and spin: 136.6 kcal per mole
E: -603.2545 a.u.
LUMO (spin up / spin down): -5.903 / -4.043 eV
charge: +1
HOMO level (spin up / spin down): -12.54 / -13.28 eV

Here are the Mulliken charges for atoms 1 to 6, given in e: I 0.41; N -0.29; N -0.03; C 0.13; C -0.78; C -0.49

6.
Entry from the OMol25 dataset: a single C3H2BrCl molecule in a non-equilibrium geometry (ωB97M-V/def2-TZVPD).

Positions of all 7 atoms, in Å:
Br  2.378247  -0.895912  -0.016461
Cl  -0.622746  2.210247  0.155477
C  -0.000477  0.915259  -0.704923
C  -0.443815  -0.375587  -0.023061
C  0.699726  -0.731681  0.771253
H  -0.669870  -0.961854  -0.800466
H  -1.341064  -0.160471  0.618180

Cartesian forces (eV/Å) of the 3 atoms listed first:
-0.504 0.091 -0.287
-0.067 0.482 0.227
0.205 -0.106 -0.480

Computed properties:
orbital gap (spin up / spin down): 0.2636 / 0.2645 hartree
energy above the lowest of the compared OMol25 structures with the same formula, charge and spin: 103.7 kcal per mole
E: -3149.4624 a.u.
LUMO (spin up / spin down): -1.403 / -1.509 eV
charge: 0
HOMO level (spin up / spin down): -8.58 / -8.71 eV

Here are the Mulliken charges for atoms 1 to 6, given in e: Br -0.01; Cl -0.05; C -0.11; C -0.14; C -0.25; H 0.32